(1)
12
Properties=species:S:1:pos:R:3:forces:R:3 method="wB97M-V/def2-TZVPD" homo_lumo_gap_ev=10.48 energy_ha=-269.250856 relative_energy_kj_mol=250.4 smiles=C#CC1(O)CC1
C -0.359951 -2.534062 0.062780 0.06 0.47 -0.05
C -0.193565 -1.342362 -0.008716 0.00 -0.46 0.06
C 0.281621 0.029550 -0.005087 -0.19 -0.04 -0.08
O 1.665162 0.099225 0.215476 0.15 -0.05 0.20
C -0.225750 1.082237 -0.939037 0.00 0.00 -0.19
C -0.532001 1.182467 0.529999 -0.08 0.06 0.16
H -0.463641 -3.595452 0.113132 -0.13 0.19 -0.03
H 1.835942 -0.402384 1.024297 0.12 0.13 -0.12
H 0.544018 1.729444 -1.348138 -0.13 -0.08 0.08
H -1.037611 0.834299 -1.615115 0.16 -0.03 0.12
H 0.039798 1.898367 1.113128 -0.11 -0.11 -0.10
H -1.554021 1.018671 0.857282 0.18 -0.08 -0.06

=====

(2)
22
Properties=species:S:1:pos:R:3:forces:R:3 method="wB97M-V/def2-TZVPD" homo_lumo_gap_ev=9.13 energy_ha=-329.419112 relative_energy_kj_mol=232.3 smiles=CC(C)N(C)C.O
C -1.202122 -1.412427 -0.460253 1.65 -0.07 -2.11
C 0.137194 -0.986727 0.303719 -2.00 0.26 -2.25
C 0.777600 -2.235923 0.806169 0.74 -1.94 2.67
N 1.133467 -0.305270 -0.530510 -0.39 0.43 -0.62
C 0.966242 1.137915 -0.745527 -0.28 -0.33 2.15
C 1.379463 -0.905710 -1.805611 0.25 -1.23 -2.20
H -1.450988 -0.892660 -1.420793 -0.29 1.02 1.39
H -2.059393 -1.675919 0.150614 0.08 0.14 0.01
H -0.845759 -2.247164 -1.045219 -0.29 -1.40 0.43
H -0.294504 -0.275077 1.016004 1.10 -0.23 0.66
H 0.121183 -2.911445 1.385701 -0.43 0.76 0.07
H 1.195701 -3.059487 0.166625 -0.15 1.64 -0.50
H 1.556949 -1.964481 1.546553 -0.09 -0.19 -0.54
H 1.142675 1.588834 0.258330 0.41 0.19 -0.76
H 1.712800 1.437136 -1.496894 -0.62 0.31 0.39
H -0.085243 1.440392 -0.923168 0.38 -0.18 -0.86
H 2.446773 -0.957410 -2.096897 -0.36 0.66 0.21
H 0.782220 -0.563155 -2.687669 0.41 1.03 0.58
H 1.091867 -1.930488 -1.992645 -0.11 -0.87 1.29
O -2.650904 5.682779 3.533192 -0.04 -0.06 -0.21
H -3.577043 5.483356 3.381338 -0.25 0.01 0.23
H -2.278175 5.552934 2.656942 0.29 0.05 -0.02

=====

(3)
55
Properties=species:S:1:pos:R:3:forces:R:3 method="wB97M-V/def2-TZVPD" homo_lumo_gap_ev=7.40 total_charge=+1 energy_ha=-9652.738742 relative_energy_kj_mol=293.1
Pt 1.701239 -0.111067 0.257943 1.27 -0.83 2.33
S 1.151336 1.094833 4.467729 -0.06 -0.10 0.04
C 2.047437 2.324214 3.691939 0.05 0.06 -0.04
C 2.274753 2.076092 2.367570 0.08 0.03 0.08
C 1.689713 0.849581 1.982969 -0.38 -0.36 -0.20
C 1.050192 0.202805 3.006753 0.09 0.13 0.05
C 0.498499 -1.102468 2.738226 -0.03 -0.09 0.10
C -0.064572 -1.984354 3.649320 0.04 0.09 0.03
C -0.480247 -3.228454 3.215795 -0.02 -0.05 -0.03
C -0.330273 -3.576576 1.880201 0.02 0.00 -0.01
C 0.227065 -2.656826 1.016779 0.08 -0.02 0.14
N 0.624318 -1.454050 1.438013 -0.09 0.21 -0.66
H 2.375319 3.177558 4.264598 0.00 0.00 -0.01
H 2.847514 2.718651 1.716431 -0.01 0.02 0.00
H -0.151181 -1.691830 4.686867 0.00 -0.01 0.00
H -0.910831 -3.929748 3.918015 0.00 0.00 0.00
H -0.630970 -4.543718 1.505160 0.00 0.00 0.02
H 0.390198 -2.873831 -0.028055 0.00 -0.02 -0.05
Br 2.783010 -4.256123 -1.375783 -0.06 0.01 0.01
C 4.293767 -3.484903 -0.481273 0.02 0.03 0.03
Br 3.833465 -2.519601 1.129594 0.03 0.01 0.01
H 4.772518 -2.784483 -1.151999 -0.03 0.00 -0.02
H 4.951660 -4.290263 -0.184551 0.03 0.02 -0.02
C -0.192520 2.796997 0.139931 -0.07 -0.11 0.19
P -0.100922 1.274331 -0.814302 0.45 1.13 -1.55
C -1.299742 0.100852 -0.117248 0.22 -0.29 0.01
C -1.646916 -1.028111 -0.858338 0.06 -0.07 -0.04
C -2.619321 -1.890846 -0.386962 -0.02 0.00 0.02
C -3.237821 -1.638717 0.832802 0.01 0.02 -0.02
C -2.882333 -0.522342 1.576131 -0.01 -0.01 -0.03
C -1.910510 0.351339 1.105247 0.04 0.03 0.05
C -1.009335 1.697137 -2.369593 -0.32 0.01 0.15
C -2.375999 1.404813 -2.452983 -0.13 0.03 0.00
C -3.147682 1.844236 -3.518381 0.00 0.01 -0.02
C -2.578815 2.602360 -4.526753 0.02 -0.01 0.02
C -1.232884 2.925761 -4.449815 0.04 0.00 0.00
C -0.456934 2.487699 -3.389470 -0.01 -0.12 0.06
H -1.194174 3.201215 -0.009489 0.00 0.00 0.02
H 0.539939 3.486054 -0.272212 0.01 0.03 -0.01
H -0.002249 2.647002 1.199105 0.03 0.02 -0.01
H -1.177937 -1.216249 -1.818652 0.00 0.01 0.02
H -2.899578 -2.757782 -0.970764 0.00 0.00 0.00
H -4.003505 -2.309802 1.198900 0.00 0.00 0.01
H -3.368090 -0.321110 2.521734 -0.01 0.01 0.00
H -1.646930 1.218706 1.696549 0.01 -0.01 -0.01
H -2.878910 0.833035 -1.687756 0.03 0.08 -0.05
H -4.197928 1.586810 -3.550549 0.00 0.01 -0.01
H -3.176622 2.944002 -5.361014 0.00 0.00 0.00
H -0.770652 3.527090 -5.221094 -0.01 0.00 -0.01
H 0.579501 2.772703 -3.376931 0.12 -0.02 0.06
O 1.406116 1.605251 -1.677917 -0.71 0.35 -0.40
Se 2.927623 0.792198 -1.885829 -0.18 -0.53 0.10
O 3.718797 1.411765 -3.099103 0.01 0.07 -0.03
O 2.464382 -0.793263 -1.853102 -0.28 0.25 -0.08
O 3.428021 1.011427 -0.314385 -0.32 0.03 -0.23

=====

(4)
117
Properties=species:S:1:pos:R:3:forces:R:3 method="wB97M-V/def2-TZVPD" homo_lumo_gap_ev="1.61 / 9.51" multiplicity=2 total_charge=-1 energy_ha=-2126.751321
C 10.589640 -9.385760 -0.642400 -0.19 -1.09 0.03
O 10.058400 -10.578070 -0.008840 0.13 0.71 -0.02
H 9.775140 -8.779890 -1.039400 0.19 0.01 -0.15
H 11.189960 -8.798710 0.052650 0.00 0.06 0.17
H 11.229520 -9.749540 -1.446340 -0.11 0.31 -0.08
H 9.181600 -10.338930 0.300420 -0.04 -0.16 0.10
C 12.915920 -5.623160 -5.810550 0.12 -0.33 -0.79
O 13.801650 -5.743900 -4.735320 0.56 1.02 0.55
H 12.707500 -6.583340 -6.282480 -0.35 -0.22 0.28
H 11.995380 -5.108490 -5.535190 -0.18 -0.11 -0.07
H 13.419260 -5.067870 -6.602010 0.03 0.40 0.09
H 13.649730 -6.554190 -4.243440 -0.26 -0.56 -0.24
C 11.515740 -3.403870 -3.232530 -0.25 0.99 -0.04
O 12.516260 -2.836090 -4.063410 0.23 -0.81 -0.14
H 11.334550 -4.468810 -3.378040 0.15 -0.11 -0.19
H 11.815600 -3.223510 -2.200230 -0.43 -0.10 0.35
H 10.622250 -2.845390 -3.511610 -0.35 -0.19 0.54
H 13.094640 -3.590390 -4.197960 0.79 0.02 -0.42
C 17.980530 -7.425960 -0.232410 0.36 -0.44 -0.17
O 16.907260 -7.121460 -1.066040 0.28 -0.39 -1.35
H 17.735490 -8.219360 0.473700 -0.23 0.42 0.72
H 18.756370 -7.920630 -0.816760 0.12 0.29 -0.45
H 18.408200 -6.510490 0.176370 0.07 -0.16 0.56
H 16.166830 -6.740550 -0.588270 -0.27 -0.20 0.82
C 8.348610 -5.699550 -2.222290 0.85 0.14 0.61
O 9.493120 -6.083340 -1.437040 -0.50 0.55 0.26
H 7.685580 -6.561050 -2.301660 -0.18 0.25 -0.37
H 7.881630 -4.876620 -1.681180 -0.28 -0.14 0.08
H 8.693030 -5.284040 -3.169300 -0.27 -0.36 -0.29
H 9.986080 -6.733250 -1.943210 0.54 -0.39 -0.51
O 13.621850 -8.503320 -4.262410 -0.61 0.34 0.07
H 14.489620 -8.753550 -3.945250 0.74 -0.08 0.62
H 13.455980 -9.092910 -4.998010 -0.52 -0.34 -0.57
O 11.078440 -7.857650 -3.416950 -0.74 0.96 0.93
H 11.986000 -8.159500 -3.378910 0.73 -0.30 -0.19
H 10.687350 -8.362370 -4.130070 -0.34 -0.39 -0.62
C 16.719980 -8.734360 -5.419200 -0.24 0.66 0.23
C 17.102220 -8.379890 -3.991330 0.65 -0.12 -0.83
O 16.006210 -8.668760 -3.163930 0.14 -0.42 -0.03
H 16.319260 -9.741360 -5.535360 0.27 -0.08 0.08
H 17.553050 -8.538980 -6.094430 0.01 -0.20 -0.04
H 15.922310 -8.036720 -5.674390 -0.11 -0.07 -0.32
H 17.394120 -7.329760 -3.980350 -0.33 0.36 0.23
H 18.014010 -8.893080 -3.685780 -0.02 -0.50 0.23
H 16.273400 -8.559880 -2.248310 -0.03 0.48 0.43
C 16.138180 -4.291520 2.397580 -0.95 0.34 0.34
C 16.208470 -3.235330 3.498730 -0.57 -0.88 -0.43
O 17.411440 -2.576210 3.253660 0.80 0.98 0.43
H 15.123580 -4.685760 2.340560 0.09 -0.38 0.03
H 16.858810 -5.094630 2.551830 -0.09 0.05 0.04
H 16.328360 -3.822550 1.432170 0.11 0.05 0.03
H 16.134680 -3.669940 4.495610 0.55 -0.45 0.25
H 15.355330 -2.557750 3.532550 -0.17 0.28 -0.76
H 17.347860 -1.686890 3.609560 0.20 0.07 0.05
C 10.465800 -8.353820 2.839590 -0.36 0.41 0.03
C 10.228810 -6.992470 2.205360 -0.50 -1.15 -0.22
O 11.432280 -6.300140 2.274790 0.89 0.44 0.50
H 9.540400 -8.929410 2.818770 0.17 -0.21 -0.01
H 10.790630 -8.233960 3.873130 -0.09 0.00 0.15
H 11.269250 -8.865170 2.309410 -0.30 -0.25 -0.07
H 9.422210 -6.431060 2.676850 -0.13 -0.02 0.23
H 9.966270 -7.126730 1.156000 -0.27 -0.05 -0.13
H 11.295150 -5.507380 1.751030 0.09 0.63 -0.32
C 13.320380 -6.738470 -1.276200 -0.60 0.67 -1.58
C 13.906660 -5.880730 -0.206840 -1.75 0.50 -0.78
O 14.852180 -6.576400 0.493970 1.60 -0.17 0.95
H 12.672020 -7.548690 -0.942640 0.56 -0.27 0.13
H 14.098980 -6.997160 -1.993810 0.14 -0.83 0.25
H 12.675860 -6.140430 -1.920430 -0.36 0.32 0.08
H 13.089070 -5.597500 0.456050 0.04 0.57 0.13
H 14.353690 -5.003150 -0.673890 0.09 0.21 0.19
H 14.376550 -7.092230 1.149170 0.03 -0.68 0.60
C 14.974900 -11.590140 -0.795360 0.60 -0.27 -0.15
C 14.176980 -10.527900 -0.120600 -0.90 0.12 -1.21
O 14.591920 -10.369020 1.182750 0.74 0.22 1.55
H 15.091990 -12.413470 -0.090720 0.00 -0.21 -0.14
H 15.963970 -11.193650 -1.024790 0.18 -0.09 0.06
H 14.565520 -11.946040 -1.740800 -0.24 0.07 0.14
H 13.114100 -10.763620 -0.067450 -0.26 -0.17 -0.61
H 14.310340 -9.568530 -0.620520 -0.22 0.11 -0.54
H 14.053020 -9.624640 1.460390 0.16 0.26 0.94
C 15.832080 -8.106320 3.348060 0.60 0.56 -0.12
C 14.397670 -7.662210 3.665520 0.64 -0.22 -0.13
O 13.577570 -7.964790 2.545100 0.58 -0.47 -0.21
H 15.971630 -9.087570 2.894440 -0.62 -0.21 0.30
H 16.520280 -8.021670 4.189090 -0.35 -0.18 0.44
H 16.313320 -7.441790 2.630490 -0.40 0.30 -0.28
H 14.349970 -6.588880 3.849340 0.25 0.21 -0.02
H 13.995340 -8.124200 4.567060 0.06 -0.37 0.03
H 12.735330 -7.514190 2.640940 -0.44 0.54 -0.14
C 8.153230 -3.744970 1.429550 0.62 -0.62 -0.39
C 9.501370 -3.350780 0.749680 -0.95 1.95 1.74
O 10.361240 -4.391850 0.601550 0.90 -1.64 -0.52
H 8.266520 -4.159130 2.431420 0.46 0.59 0.34
H 7.773980 -4.645260 0.946100 -0.30 0.19 -0.66
H 7.394410 -2.962500 1.435610 0.13 0.01 -0.09
H 10.097250 -2.686140 1.375210 -0.59 0.68 0.30
H 9.369270 -2.821000 -0.193710 -0.39 0.00 -0.17
H 10.042170 -4.843720 -0.183060 0.33 -1.25 -0.64
C 14.189370 -1.699930 -0.778500 -0.03 -0.19 0.53
C 13.400620 -2.117450 0.419420 -1.52 -0.58 1.43
O 13.234950 -1.071460 1.373850 0.56 1.01 0.19
H 14.285510 -2.600970 -1.384290 0.34 0.20 -0.27
H 15.137550 -1.389890 -0.339250 0.35 -0.01 -0.53
H 13.785880 -0.884720 -1.379110 -0.23 -0.13 0.16
H 13.870140 -2.947380 0.947500 0.64 -0.21 -0.27
H 12.381950 -2.489490 0.309910 -0.11 -0.18 -1.22
H 12.845630 -1.453490 2.163830 -0.02 0.01 -0.02
C 16.451480 -4.262900 -3.128810 0.18 -1.00 0.53
C 17.695880 -4.385740 -2.273380 -0.80 -0.11 0.20
O 18.592070 -3.457210 -2.794510 1.31 1.15 -0.22
H 15.760700 -5.042560 -2.807800 -0.30 0.01 -0.25
H 16.719450 -4.435570 -4.171160 -0.24 0.17 -0.03
H 16.001090 -3.283520 -2.967360 0.02 -0.02 -0.25
H 18.150200 -5.376040 -2.241770 -0.22 -0.16 -0.31
H 17.422350 -4.156080 -1.243550 0.04 0.13 0.31
H 19.064910 -3.007810 -2.090190 0.05 -0.10 -0.02